The following is a DFT calculation (ωB97M-V/def2-TZVPD) of a structure of composition C28H41CoF5N5S.

The geometry in ORCA input format:
```
! wB97M-V def2-TZVPD RIJCOSX def2/J DEFGRID3
* xyz -1 4
Co 1.16031 0.88244 0.35119
C 4.03020 2.43776 1.22555
C 3.09922 3.21017 0.29575
N 1.66988 2.91220 0.46777
C 1.12123 3.45775 1.73086
C 0.72144 2.36704 2.71420
N -0.09792 1.37610 2.02878
C -0.42951 0.18044 2.79991
C -1.49600 -0.66077 2.08838
C -1.43933 -0.84412 0.56312
N 0.86532 -1.13239 0.03125
C 1.78398 -1.90490 0.89208
C 3.14596 -1.24830 0.86072
N 3.03544 0.16246 1.27108
C 4.20836 0.95981 0.90177
H 3.70445 2.55156 2.26601
H 5.01503 2.90989 1.17079
H 3.34729 2.97385 -0.74244
H 3.27007 4.28565 0.43192
H 1.19169 3.41826 -0.28772
H 0.24691 4.05680 1.47354
H 1.83152 4.14178 2.20683
H 0.20881 2.82119 3.57565
H 1.60132 1.84582 3.10423
H -0.96288 1.80613 1.70815
H -0.80349 0.44368 3.80128
H 0.49662 -0.37847 2.95199
H -2.46645 -0.19664 2.29999
H -1.52235 -1.65260 2.54700
H -1.41703 0.12788 0.04933
H -2.39384 -1.29504 0.30105
H 1.19367 -1.37229 -0.91195
H 1.83762 -2.93698 0.53033
H 1.37341 -1.92750 1.90242
H 3.52958 -1.26460 -0.16294
H 3.86229 -1.80594 1.47738
H 2.94397 0.19155 2.28303
H 4.35246 0.84057 -0.17631
H 5.11635 0.57363 1.38745
F -4.75791 4.50062 1.91389
C -3.64771 4.68456 1.18339
C -2.98090 3.60781 0.62676
F -3.44321 2.36201 0.83048
C -1.84199 3.81783 -0.12611
F -1.24749 2.70967 -0.61419
C -1.27492 5.07728 -0.36671
S 0.19878 5.29709 -1.25078
C -1.99152 6.13291 0.21442
F -1.56105 7.39221 0.07043
C -3.13834 5.95078 0.96805
F -3.76961 7.00550 1.50842
C 2.39904 -1.49429 -3.11447
C 0.89229 -1.79627 -3.16827
C 0.14119 -0.46478 -3.18609
C 0.41582 -2.76817 -2.06708
C 0.88903 -4.07424 -2.09404
C 0.21841 -5.13304 -1.48293
C -1.11993 -4.88701 -1.09208
C -1.65921 -3.62851 -1.03716
C -3.17264 -3.46976 -0.99868
C -3.79754 -4.05611 0.27049
C -3.83789 -4.07358 -2.23964
C -0.72419 -2.50088 -1.17393
N -0.42450 -1.75775 0.07077
H 2.73586 -1.00236 -4.03185
H 2.99128 -2.39850 -2.96806
H 2.61904 -0.79446 -2.29742
H 0.70230 -2.28378 -4.13377
H 0.32137 0.10267 -2.26238
H -0.93511 -0.59291 -3.29113
H 0.50158 0.15652 -4.01137
H 1.76876 -4.30596 -2.69751
H 0.61238 -6.14040 -1.51647
H -1.76761 -5.75036 -0.93732
H -3.39601 -2.40020 -1.02706
H -3.60361 -5.12975 0.32557
H -4.88225 -3.91243 0.29250
H -3.37000 -3.60447 1.16856
H -3.66862 -5.15270 -2.27516
H -3.41050 -3.64279 -3.14663
H -4.91846 -3.89592 -2.24488
*
```

Calculated values
LUMO level (spin up / spin down) = 2.18 / 2.17 eV
Relative energy (zero: lowest compared OMol25 entry of this formula, charge and spin) = 256.3 kJ/mol
E = -99199.18416 eV

Formally, the Mulliken partial charges of the atoms, in units of the elementary charge, are as follows:
1 Co -0.052
2 C -0.566
3 C -1.126
4 N 0.656
5 C -0.464
6 C -0.918
7 N 0.558
8 C -1.102
9 C -1.581
10 C 0.296
11 N 2.313
12 C -0.683
13 C -1.132
14 N 0.108
15 C -0.755
16 H 0.143
17 H 0.447
18 H 0.441
19 H 0.508
20 H -0.310
21 H 0.126
22 H 0.418
23 H 0.489
24 H 0.342
25 H -0.176
26 H 0.507
27 H 0.384
28 H 0.506
29 H 0.330
30 H -0.019
31 H -0.102
32 H -1.344
33 H 0.408
34 H 0.459
35 H 0.359
36 H 0.366
37 H 0.163
38 H 0.364
39 H 0.387
40 F -0.333
41 C 0.454
42 C 0.073
43 F -0.350
44 C 0.451
45 F -0.229
46 C -0.455
47 S -0.395
48 C 0.474
49 F -0.367
50 C 0.228
51 F -0.318
52 C -1.177
53 C 0.626
54 C -1.149
55 C 0.413
56 C -0.560
57 C -1.818
58 C 0.208
59 C -0.360
60 C 0.400
61 C -1.418
62 C -1.580
63 C 0.243
64 N 0.094
65 H 0.508
66 H 0.289
67 H -0.054
68 H 0.471
69 H -0.121
70 H 0.274
71 H 0.525
72 H 0.300
73 H 0.308
74 H 0.326
75 H 0.176
76 H 0.306
77 H 0.434
78 H 0.233
79 H 0.315
80 H 0.374
81 H 0.435


The following is a DFT calculation (ωB97M-V/def2-TZVPD) of a cluster of 3 separate species, C28H41F7N3O5PS in total in a non-equilibrium geometry.

The geometry in ORCA input format:
```
! wB97M-V def2-TZVPD RIJCOSX def2/J DEFGRID3
* xyz 0 1
C 4.35529 -5.02313 5.85040
C 4.11779 -3.65931 4.97229
C 3.19425 -2.51540 5.69516
O 1.75207 -2.85150 5.78340
C 1.00885 -2.23942 4.63127
C -0.00910 -1.03150 4.99954
N -0.77810 -0.30568 3.94267
C -0.50897 -0.79188 2.54599
C -1.28861 -0.00580 1.29505
C -2.28586 1.27900 1.44817
F -2.19665 2.01294 2.74138
F -2.06217 2.35547 0.40925
C -3.90563 0.89166 1.28689
F -4.41757 1.13452 -0.09423
F -4.63972 1.88721 2.15539
C -4.27898 -0.58604 1.89776
F -3.95049 -1.73043 1.01813
F -5.78146 -0.59518 2.05703
F -3.73931 -0.71656 3.29178
C -1.02802 -0.59163 -0.25203
N -1.75602 0.04107 -1.45722
C -2.71232 -0.92866 -1.78528
S -3.74088 -2.20870 -2.34164
C -0.02360 -1.83943 -0.61262
P 0.38791 -2.54406 -2.33001
C 2.30009 -2.86028 -2.54319
C 0.01138 -1.33641 -3.76709
C 0.71107 -2.56661 0.69235
O 1.60164 -3.75021 0.44684
C 0.78457 -4.96471 0.22773
C 0.84407 -6.05660 1.45287
C 2.39813 -6.49513 1.87177
O 0.06524 -5.66730 2.63934
C 0.50078 -2.04373 2.26842
N 1.30176 -2.82494 3.28267
H 4.65381 -4.82764 6.98345
H 3.42742 -5.73779 5.74872
H 5.27792 -5.59380 5.37456
H 5.19310 -3.17952 4.79643
H 3.73846 -3.97371 3.89296
H 3.66689 -2.34303 6.77682
H 3.31298 -1.49930 5.07985
H -0.13453 -0.70094 6.12422
H 2.51176 -2.79189 -3.70327
H 2.83945 -1.91001 -2.06058
H 2.65158 -3.86214 -2.05226
H -1.10696 -1.39940 -4.14433
H 0.12224 -0.23694 -3.31512
H 0.75064 -1.42860 -4.66961
H 1.21245 -5.49482 -0.73270
H -0.33166 -4.60764 0.11139
H 0.34870 -7.06321 1.04907
H 3.14447 -6.40013 0.95882
H 2.33172 -7.62962 2.23223
H 2.76161 -5.88630 2.82730
H -0.65963 -6.33062 2.85531
C 0.73447 4.24986 -5.78262
C 0.51127 3.03330 -4.89938
O 1.40962 1.96078 -5.17253
C 2.79800 2.23775 -5.00446
C 3.16385 2.65717 -3.59074
H 0.64477 3.97644 -6.84145
H -0.00266 5.02736 -5.55562
H 1.72769 4.68016 -5.64078
H -0.49849 2.65041 -5.07852
H 0.55442 3.30191 -3.83954
H 3.12474 2.98446 -5.73573
H 3.33488 1.31381 -5.24788
H 2.66132 3.58119 -3.29490
H 4.24245 2.82090 -3.50941
H 2.87172 1.88225 -2.87401
C -1.89819 7.43724 -1.71588
C -3.34606 7.66220 -1.31213
O -4.23664 6.66928 -1.81507
C -3.98671 5.32683 -1.40528
C -4.05068 5.13259 0.10023
H -1.80595 7.40257 -2.80868
H -1.26503 8.24517 -1.33410
H -1.50784 6.49505 -1.32642
H -3.67985 8.62039 -1.72297
H -3.44467 7.74285 -0.22539
H -3.02887 4.98167 -1.80837
H -4.75888 4.70595 -1.87370
H -3.29480 5.72457 0.62183
H -3.88860 4.08125 0.35557
H -5.02915 5.44000 0.48448
*
```

Calculated values
LUMO level = -1.95 eV
SMILES = CCCOc1cnc2c(C(F)(F)C(F)(F)C(F)(F)F)c(N=C=S)c(P(C)C)c(OC[C@@H](C)O)c2n1.CCOCC.CCOCC
E = -83532.69717 eV

Formally, the Mulliken partial charges of the atoms, in units of the elementary charge, are as follows:
1 C -0.983
2 C 0.017
3 C -0.503
4 O -0.396
5 C 0.110
6 C -0.315
7 N -0.372
8 C 0.199
9 C -0.342
10 C 1.038
11 F -0.315
12 F -0.236
13 C 0.609
14 F -0.248
15 F -0.304
16 C 0.502
17 F -0.169
18 F -0.269
19 F -0.236
20 C -0.087
21 N -0.240
22 C 0.124
23 S -0.059
24 C 0.632
25 P 0.226
26 C -0.883
27 C -0.613
28 C -0.437
29 O -0.419
30 C -0.536
31 C 0.100
32 C -0.816
33 O -0.534
34 C 0.176
35 N 0.046
36 H 0.310
37 H 0.242
38 H 0.299
39 H 0.310
40 H -0.046
41 H 0.323
42 H 0.285
43 H 0.340
44 H 0.353
45 H 0.257
46 H 0.226
47 H 0.269
48 H 0.104
49 H 0.319
50 H 0.330
51 H 0.331
52 H 0.388
53 H 0.268
54 H 0.300
55 H 0.042
56 H 0.305
57 C -1.163
58 C -0.226
59 O -0.405
60 C -0.321
61 C -0.997
62 H 0.297
63 H 0.388
64 H 0.272
65 H 0.334
66 H 0.289
67 H 0.302
68 H 0.339
69 H 0.273
70 H 0.391
71 H 0.227
72 C -0.941
73 C -0.324
74 O -0.455
75 C -0.310
76 C -0.542
77 H 0.248
78 H 0.393
79 H 0.225
80 H 0.347
81 H 0.282
82 H 0.231
83 H 0.325
84 H 0.261
85 H -0.094
86 H 0.337


- The lowest E belongs to which entry?
  C28H41CoF5N5S


- What is the formula in the second record?
  C28H41F7N3O5PS


- Which value of E does entry 1 give?
  -99199.18416 eV


- Among the records above, which one has the highest E?
  C28H41F7N3O5PS